No. 1
Entry from the OMol25 dataset: a cluster of 2 separate species, C5H14 in total in a non-equilibrium geometry (wB97M-V/def2-TZVPD).

The geometry in XYZ format:
```
19
Properties=species:S:1:pos:R:3:mulliken_charge:R:1
C -2.84 -1.74 -1.27 -0.752
C -1.55 -0.76 -1.64 -0.822
H -3.14 -2.43 -2.05 0.297
H -2.43 -2.31 -0.42 0.231
H -3.69 -1.03 -0.82 0.220
H -1.39 0.11 -0.98 0.201
H -0.62 -1.33 -1.53 0.248
H -1.59 -0.37 -2.63 0.379
C 1.28 0.37 0.89 0.156
C 0.94 1.12 2.25 -1.056
C 2.33 0.98 -0.10 -1.218
H 1.65 -0.55 0.81 0.390
H 0.33 0.46 0.34 -0.204
H 1.79 1.60 2.72 0.327
H 2.34 0.41 -1.05 0.295
H 0.15 0.58 2.81 0.325
H 0.22 1.99 2.03 0.291
H 2.18 2.05 -0.35 0.314
H 3.29 0.97 0.36 0.377
```

Its net charge is 0. As for the structure (SMILES): CCC.CC. The calculation puts the energy above the lowest of the compared OMol25 structures with the same formula, charge and spin at 38.8 kcal/mol. Its multiplicity is 1. The value obtained for the HOMO-LUMO gap is 12.06 eV.


No. 2
Entry from the OMol25 dataset: a cluster of 10 separate species, H21O10 in total in a non-equilibrium geometry (wB97M-V/def2-TZVPD).

The geometry in XYZ format:
```
31
Properties=species:S:1:pos:R:3:mulliken_charge:R:1
O -0.77 1.91 -0.41 -0.619
H -1.29 -4.17 0.92 0.306
H 2.09 1.41 2.72 0.315
O 0.49 0.22 0.84 -0.530
H -2.26 -0.04 2.12 0.271
H 1.13 0.58 0.03 0.533
O 1.15 1.37 2.83 -0.620
H -2.21 0.51 -3.41 0.293
H 3.24 -0.11 -0.72 0.272
O 0.46 -3.34 -1.60 -0.693
H -0.27 -3.93 -1.91 0.329
H -1.50 1.42 -0.82 0.308
O -0.53 -3.52 0.87 -0.625
H 0.82 0.94 1.39 0.386
H 0.67 -3.40 -0.70 0.347
O 1.56 3.33 -1.51 -0.624
H 1.45 3.16 -2.49 0.339
H -0.24 0.89 0.52 0.521
O -2.13 0.16 3.04 -0.607
H 3.08 1.10 -1.47 0.287
H -2.86 -0.47 3.46 0.341
O 2.59 0.61 -0.78 -0.545
H 0.16 -3.89 1.53 0.321
H -0.97 2.75 0.01 0.375
O -0.63 -1.20 -0.78 -0.519
H 0.75 3.27 -1.06 0.264
O -2.20 0.73 -2.55 -0.566
H -1.60 0.16 -2.25 0.261
H -0.22 -1.90 -1.24 0.337
H 1.07 1.11 3.78 0.312
H -1.07 -1.52 -0.01 0.225
```

Its net charge is +1. The calculation puts the energy above the lowest of the compared OMol25 structures with the same formula, charge and spin at 75.2 kcal/mol. Its multiplicity is 1. The value obtained for the HOMO-LUMO gap is 11.35 eV.


No. 3
Entry from the OMol25 dataset: the molecule C10H21N5O4 in a non-equilibrium geometry (wB97M-V/def2-TZVPD).

The geometry in XYZ format:
```
40
Properties=species:S:1:pos:R:3:mulliken_charge:R:1
C 2.35 -1.15 0.63 0.493
C 2.37 0.21 1.32 -0.237
C 3.25 -1.05 -0.60 0.368
C 4.01 -2.25 -0.83 -1.506
C 0.47 1.54 0.20 0.853
C 1.08 2.42 -0.92 0.393
C -0.63 2.15 1.00 -1.130
C -2.07 1.99 0.47 -0.936
C -2.49 0.50 0.29 -1.150
C -4.47 -0.74 -0.28 0.431
H 0.31 -1.28 0.89 0.196
H 1.01 -2.56 0.48 0.245
H 2.83 -1.81 1.37 0.527
H 3.94 -0.08 -0.69 0.342
H 1.51 -1.18 -1.60 0.350
H 3.59 -3.28 -0.42 0.233
H 4.97 -2.19 -0.21 0.296
H 4.05 -2.13 -1.86 0.481
H 1.89 2.16 1.40 0.284
H 0.24 0.53 -0.27 0.016
H -0.64 1.71 2.05 0.300
H -0.32 3.21 1.03 0.393
H -2.79 2.50 1.11 0.349
H -2.07 2.34 -0.64 0.408
H -1.88 -0.04 -0.34 0.837
H -2.41 0.19 1.30 0.389
H -4.04 1.16 -0.88 0.308
H -5.75 -1.73 -1.04 0.205
H -3.09 -1.82 0.55 0.199
H -4.63 -2.71 0.36 0.214
H 1.89 0.89 -2.04 0.467
N 1.03 -1.60 0.29 -0.689
N 1.69 1.32 0.92 -0.052
N -3.84 0.52 -0.11 -0.178
N -5.53 -0.79 -0.97 -0.724
N -4.13 -1.85 0.47 -0.424
O 3.19 0.19 2.19 -0.649
O 2.40 -0.78 -1.85 -0.748
O 0.94 3.60 -0.80 -0.596
O 1.74 1.93 -1.96 -0.558
```

Its net charge is 0. As for the structure (SMILES): [H]/N=C(\N)NCCC[C@H](NC(=O)[C@@H](N)[C@@H](C)O)C(=O)O. The calculation puts the energy above the lowest of the compared OMol25 structures with the same formula, charge and spin at 91.2 kcal/mol. Its multiplicity is 1. The value obtained for the HOMO-LUMO gap is 9.01 eV.


No. 4
Entry from the OMol25 dataset: a cluster of 7 separate species, C32H58BIN10O4 in total in a non-equilibrium geometry (wB97M-V/def2-TZVPD).

The geometry in XYZ format:
```
106
Properties=species:S:1:pos:R:3:mulliken_charge:R:1
C -0.42 -5.55 0.26 -1.031
C -0.88 -5.72 -1.17 -0.088
O -0.49 -4.66 -2.04 -0.156
C 0.88 -4.57 -2.35 -0.622
C 1.34 -3.12 -2.27 -1.028
C 1.15 -2.51 -0.90 1.098
C 2.21 -2.68 0.23 -0.483
B 3.80 -2.71 -0.05 0.431
N 4.70 -2.24 0.98 -0.431
O 4.31 -3.20 -1.23 -0.537
N 1.91 -1.49 1.08 0.826
C 1.84 -1.77 2.65 0.429
O 2.81 -1.36 3.24 -0.625
O 0.81 -2.39 2.90 -0.640
C 0.95 -0.80 0.52 -0.102
N 0.18 0.10 1.22 -0.306
N 0.82 -1.04 -0.83 -0.880
I -1.11 -0.69 -1.53 0.253
H -0.70 -6.41 0.87 0.464
H 0.67 -5.47 0.32 0.153
H -0.83 -4.64 0.71 0.240
H -0.53 -6.68 -1.58 0.363
H -1.98 -5.71 -1.20 0.097
H 1.03 -4.89 -3.39 0.367
H 1.50 -5.24 -1.74 0.346
H 2.35 -3.01 -2.66 0.363
H 0.69 -2.57 -2.96 0.225
H 0.26 -3.01 -0.51 0.266
H 1.94 -3.56 0.81 0.081
H 4.31 -1.45 1.50 0.038
H 4.90 -2.94 1.68 0.279
H 4.06 -4.09 -1.48 0.308
H -0.72 -0.17 1.57 0.193
H 0.57 0.98 1.51 0.020
C -3.37 -5.06 -4.56 -0.933
C -4.04 -6.43 -4.63 -0.489
C -5.36 -6.45 -3.86 -0.369
C -5.16 -6.15 -2.44 0.277
N -4.99 -5.91 -1.34 -0.495
H -3.14 -4.80 -3.53 0.180
H -2.44 -5.04 -5.12 0.324
H -4.02 -4.28 -4.96 0.362
H -3.37 -7.19 -4.23 0.278
H -4.23 -6.69 -5.67 0.315
H -5.84 -7.43 -3.93 0.291
H -6.05 -5.71 -4.27 0.282
C 6.59 2.22 2.62 -0.959
C 6.68 0.80 2.08 -0.209
C 6.64 0.74 0.55 -0.503
C 5.40 1.29 0.02 0.346
N 4.44 1.77 -0.37 -0.565
H 5.64 2.69 2.35 0.111
H 6.66 2.22 3.71 0.314
H 7.40 2.84 2.24 0.303
H 5.86 0.20 2.49 0.110
H 7.61 0.34 2.42 0.350
H 6.72 -0.29 0.21 0.264
H 7.47 1.30 0.12 0.411
C 1.57 5.11 3.09 -1.286
C 2.04 3.72 2.70 -0.280
C 2.14 3.53 1.18 0.291
C 0.84 3.72 0.53 0.041
N -0.18 3.90 0.05 -0.514
H 0.56 5.31 2.72 0.347
H 1.55 5.22 4.18 0.382
H 2.23 5.88 2.69 0.311
H 1.37 2.97 3.12 0.245
H 3.03 3.53 3.12 0.279
H 2.51 2.53 0.94 -0.162
H 2.84 4.24 0.74 0.408
C 8.80 6.71 4.53 -1.133
C 8.12 5.75 5.49 -0.375
C 8.99 4.53 5.83 -0.429
C 9.31 3.75 4.65 0.279
N 9.56 3.14 3.71 -0.463
H 9.00 6.23 3.57 0.337
H 8.17 7.58 4.34 0.329
H 9.75 7.07 4.93 0.303
H 7.18 5.41 5.07 0.266
H 7.89 6.27 6.42 0.307
H 8.48 3.88 6.54 0.278
H 9.93 4.85 6.29 0.327
C -5.78 1.41 -2.90 -1.203
C -6.56 0.55 -1.91 -0.092
C -5.80 -0.72 -1.50 -0.352
C -5.53 -1.57 -2.66 0.164
N -5.26 -2.23 -3.56 -0.393
H -5.61 0.87 -3.84 0.348
H -6.33 2.32 -3.14 0.308
H -4.81 1.70 -2.50 0.324
H -7.52 0.28 -2.34 0.149
H -6.76 1.13 -1.01 0.212
H -6.38 -1.30 -0.78 0.318
H -4.85 -0.46 -1.04 0.194
C -9.98 4.92 -2.57 -1.149
C -10.77 4.05 -1.60 -0.431
C -10.04 2.75 -1.24 -0.341
C -9.79 1.92 -2.41 0.255
N -9.60 1.28 -3.35 -0.482
H -9.82 4.40 -3.52 0.355
H -10.52 5.84 -2.79 0.334
H -9.01 5.18 -2.16 0.301
H -11.74 3.80 -2.04 0.302
H -10.96 4.60 -0.68 0.303
H -10.62 2.16 -0.53 0.339
H -9.08 2.98 -0.77 0.243
```

Its net charge is 0. Its multiplicity is 1. The value obtained for the HOMO-LUMO gap is 8.28 eV.


No. 5
Entry from the OMol25 dataset: a cluster of 2 separate species, C40H45N5O2S in total in a non-equilibrium geometry (wB97M-V/def2-TZVPD).

The geometry in XYZ format:
```
93
Properties=species:S:1:pos:R:3:mulliken_charge:R:1
C 3.10 1.91 5.40 -1.178
N 3.09 0.59 4.75 0.116
C 4.34 0.03 4.53 0.076
S 5.77 0.89 4.64 -0.252
N 4.31 -1.33 4.25 0.078
C 5.62 -1.96 4.03 -1.137
C 3.19 -1.91 3.60 -0.220
O 3.35 -2.83 2.78 -0.650
C 1.88 -1.36 3.94 0.993
C 0.75 -2.07 3.60 -0.875
C -0.61 -1.60 3.75 0.388
C -1.00 -0.33 3.27 -1.038
C -2.27 0.17 3.49 0.991
C -3.24 -0.61 4.20 0.292
N -4.49 -0.11 4.43 -0.011
C -4.95 1.08 3.76 -0.572
C -3.85 2.12 3.64 -1.021
C -2.61 1.53 2.98 -0.296
C -5.55 -0.96 4.91 -0.639
C -5.05 -1.93 5.96 -0.835
C -3.86 -2.73 5.44 -0.978
C -2.87 -1.91 4.67 0.670
C -1.60 -2.39 4.39 -1.186
C 1.89 -0.17 4.80 0.419
O 0.96 0.19 5.52 -0.614
H 2.08 2.25 5.51 0.341
H 3.59 1.85 6.37 0.371
H 3.70 2.58 4.77 0.384
H 5.47 -3.01 3.78 0.380
H 6.16 -1.45 3.21 0.310
H 6.20 -1.82 4.94 0.389
H 0.90 -3.12 3.34 0.519
H -0.27 0.24 2.70 0.637
H -5.32 0.82 2.75 0.212
H -5.80 1.47 4.33 0.435
H -4.22 2.98 3.07 0.385
H -3.59 2.47 4.65 0.330
H -1.75 2.20 3.14 0.539
H -2.76 1.49 1.88 -0.319
H -6.33 -0.31 5.32 0.405
H -5.99 -1.53 4.07 0.277
H -4.75 -1.37 6.86 0.308
H -5.87 -2.60 6.26 0.375
H -3.34 -3.21 6.29 0.395
H -4.23 -3.55 4.81 0.325
H -1.33 -3.40 4.70 0.474
C 7.17 0.53 0.11 -1.341
C 5.84 0.38 -0.57 0.710
C 4.94 -0.59 -0.14 -1.122
C 3.68 -0.75 -0.74 1.127
C 2.77 -1.81 -0.24 -0.377
C 3.38 0.05 -1.86 0.299
N 2.14 -0.15 -2.50 0.357
C 0.97 -0.36 -1.80 -0.910
N 0.00 -0.37 -2.78 0.603
C -1.38 -0.50 -2.50 0.285
C -1.94 0.32 -1.50 1.146
C -1.10 1.35 -0.82 -1.215
C -3.31 0.18 -1.23 -1.140
C -4.08 -0.79 -1.88 0.679
C -5.53 -0.93 -1.54 -1.392
C -3.48 -1.60 -2.84 -1.201
C -2.13 -1.48 -3.17 1.040
C -1.49 -2.44 -4.12 -1.602
C 0.58 -0.26 -4.06 -0.718
C 1.89 -0.11 -3.88 -0.853
C 4.26 1.06 -2.30 1.134
C 3.87 2.05 -3.35 -1.623
C 5.49 1.19 -1.65 -1.214
H 7.71 1.38 -0.32 0.335
H 7.04 0.69 1.18 0.245
H 7.79 -0.37 -0.03 0.319
H 5.21 -1.25 0.68 0.552
H 1.74 -1.66 -0.62 -0.036
H 3.14 -2.81 -0.52 0.396
H 2.75 -1.80 0.86 -0.387
H -1.65 1.81 0.01 0.444
H -0.18 0.89 -0.42 -0.035
H -0.81 2.16 -1.51 0.388
H -3.77 0.86 -0.51 0.383
H -5.97 -1.77 -2.10 0.337
H -5.67 -1.12 -0.47 0.278
H -6.09 -0.02 -1.79 0.328
H -4.08 -2.38 -3.33 0.258
H -2.23 -3.22 -4.36 0.398
H -1.20 -1.97 -5.06 0.311
H -0.62 -2.94 -3.68 0.310
H -0.02 -0.25 -4.95 0.631
H 2.68 -0.01 -4.60 0.634
H 4.63 2.84 -3.35 0.393
H 3.84 1.62 -4.35 0.309
H 2.90 2.54 -3.14 0.294
H 6.19 1.97 -1.99 0.249
```

Its net charge is 0. The calculation puts the energy above the lowest of the compared OMol25 structures with the same formula, charge and spin at 0.0 kcal/mol. Its multiplicity is 1. The value obtained for the HOMO-LUMO gap is 6.69 eV.


No. 6
Entry from the OMol25 dataset: a structure of composition C8H20Br4CrN3O7 in a non-equilibrium geometry (wB97M-V/def2-TZVPD).

The geometry in XYZ format:
```
43
Properties=species:S:1:pos:R:3:mulliken_charge:R:1
Cr 6.90 0.99 -17.85 1.208
C 7.49 4.11 -17.29 0.189
O 7.20 2.77 -16.99 -0.475
H 6.64 4.57 -17.81 -0.300
H 7.74 4.69 -16.40 0.192
H 8.35 4.13 -17.97 0.077
Br 6.11 8.34 -15.33 -0.101
C 6.56 7.05 -13.92 -0.651
C 6.50 7.54 -12.50 -0.579
Br 4.65 7.98 -12.05 -0.128
H 7.50 6.57 -14.20 0.397
H 5.90 6.18 -14.03 0.292
H 7.10 8.44 -12.39 0.379
H 6.89 6.78 -11.82 0.399
Br 7.16 7.06 -20.13 -0.184
C 5.26 6.69 -19.79 0.028
C 4.64 8.03 -19.48 -0.586
Br 2.69 7.75 -19.19 -0.149
H 5.20 6.00 -18.96 -0.269
H 4.89 6.27 -20.71 0.411
H 4.67 8.75 -20.29 0.401
H 5.07 8.53 -18.61 0.293
C 8.70 0.82 -14.13 -0.725
N 7.53 0.24 -14.82 0.994
O 7.64 0.11 -16.04 -0.659
O 6.58 -0.08 -14.22 -0.454
H 9.18 -0.03 -13.64 0.328
H 8.38 1.53 -13.38 0.312
H 9.36 1.31 -14.84 0.264
C 10.77 2.31 -19.68 -0.725
N 10.16 1.17 -18.93 0.794
O 8.93 1.10 -18.84 -0.463
O 10.88 0.35 -18.46 -0.450
H 11.04 1.91 -20.66 0.301
H 11.65 2.57 -19.11 0.311
H 10.05 3.11 -19.78 0.312
C 3.70 4.05 -16.25 -0.530
N 3.04 4.49 -17.49 0.937
O 2.13 5.26 -17.37 -0.473
O 3.59 4.20 -18.54 -0.543
H 3.34 4.60 -15.39 0.363
H 4.76 4.30 -16.32 0.002
H 3.69 2.97 -16.12 0.259
```

Its expectation value of S² is 6.0511. Its net charge is +1. The calculation puts the energy above the lowest of the compared OMol25 structures with the same formula, charge and spin at 0.0 kcal/mol. Its multiplicity is 5. The value obtained for the HOMO-LUMO gap (alpha / beta) is 6.55 / 7.10 eV.